{
  "formula": "C60H90O30",
  "method": "ωB97M-V with the def2-TZVPD basis set",
  "species": ["O", "C", "O", "C", "C", "C", "H", "H", "H", "H", "H", "H", "O", "C", "O", "C", "C", "C", "H", "H", "H", "H", "H", "H", "O", "C", "O", "C", "C", "C", "H", "H", "H", "H", "H", "H", "O", "C", "O", "C", "C", "C", "H", "H", "H", "H", "H", "H", "O", "C", "O", "C", "C", "C", "H", "H", "H", "H", "H", "H", "O", "C", "O", "C", "C", "C", "H", "H", "H", "H", "H", "H", "O", "C", "O", "C", "C", "C", "H", "H", "H", "H", "H", "H", "O", "C", "O", "C", "C", "C", "H", "H", "H", "H", "H", "H", "O", "C", "O", "C", "C", "C", "H", "H", "H", "H", "H", "H", "O", "C", "O", "C", "C", "C", "H", "H", "H", "H", "H", "H", "O", "C", "O", "C", "C", "C", "H", "H", "H", "H", "H", "H", "O", "C", "O", "C", "C", "C", "H", "H", "H", "H", "H", "H", "O", "C", "O", "C", "C", "C", "H", "H", "H", "H", "H", "H", "O", "C", "O", "C", "C", "C", "H", "H", "H", "H", "H", "H", "O", "C", "O", "C", "C", "C", "H", "H", "H", "H", "H", "H"],
  "positions_angstrom": [[19.3118, 10.9282, 20.0716], [18.1893, 11.3095, 19.7288], [17.0595, 10.9646, 20.2975], [15.9320, 11.5048, 19.6126], [16.5733, 12.5905, 18.7094], [17.9643, 12.2466, 18.5305], [15.2247, 11.9001, 20.3416], [15.3889, 10.7449, 19.0507], [16.5708, 13.5802, 19.1661], [16.0077, 12.7741, 17.7959], [18.7078, 13.0386, 18.4415], [18.0116, 11.5676, 17.6791], [17.2124, 19.2624, 14.2328], [17.1897, 20.4677, 14.1535], [17.6526, 21.1529, 13.0886], [17.6508, 22.6442, 13.2559], [17.1867, 22.8060, 14.7167], [16.5907, 21.4822, 15.1219], [16.8703, 23.0712, 12.6263], [18.6698, 23.0214, 13.1695], [16.5251, 23.6681, 14.8019], [18.0106, 22.9829, 15.4081], [15.5160, 21.5043, 14.9415], [16.7355, 21.2453, 16.1759], [18.4330, 9.3863, 14.7330], [18.7734, 10.5936, 14.7430], [18.0144, 11.4946, 15.4585], [18.3344, 12.7947, 15.1410], [19.7561, 12.7398, 14.5846], [19.9562, 11.2815, 14.0934], [18.4305, 13.3336, 16.0835], [17.5930, 13.2017, 14.4534], [20.4681, 13.0766, 15.3381], [19.9099, 13.4826, 13.8018], [20.9371, 10.8493, 14.2911], [19.7860, 11.0882, 13.0342], [17.0421, 9.0363, 10.4016], [16.4933, 9.4727, 11.4017], [16.7704, 10.7451, 11.8870], [15.7948, 11.2191, 12.7258], [15.0333, 9.9684, 13.1715], [15.1839, 8.9101, 12.0239], [15.1302, 11.7589, 12.0512], [16.0241, 11.8416, 13.5906], [14.0075, 10.2203, 13.4405], [15.4711, 9.5064, 14.0564], [14.4615, 9.1099, 11.2325], [15.1966, 7.8894, 12.4060], [9.3198, 15.1536, 15.9508], [9.5274, 15.5524, 14.8149], [8.8562, 15.0059, 13.8410], [9.3095, 15.5014, 12.5783], [10.6796, 16.0977, 12.9442], [10.5163, 16.5950, 14.3351], [8.6662, 16.2979, 12.2044], [9.4341, 14.6527, 11.9057], [10.8647, 16.8437, 12.1714], [11.4129, 15.2918, 12.9141], [10.0366, 17.5735, 14.3110], [11.4311, 16.6425, 14.9259], [13.5580, 13.6957, 18.8161], [12.8540, 13.0396, 18.0353], [13.0786, 11.6946, 17.8246], [12.3282, 11.2380, 16.6720], [11.8970, 12.5026, 15.9061], [11.7003, 13.4594, 17.1428], [11.5750, 10.5487, 17.0537], [12.9648, 10.5952, 16.0639], [10.9275, 12.2747, 15.4630], [12.5700, 12.8640, 15.1285], [10.6904, 13.3180, 17.5278], [11.8110, 14.5225, 16.9288], [17.4969, 14.7510, 11.3973], [17.7797, 13.8903, 10.5447], [16.8982, 13.4818, 9.5968], [17.4011, 12.4006, 8.8169], [18.6882, 12.0549, 9.4672], [19.1410, 13.2166, 10.2992], [17.5551, 12.8102, 7.8186], [16.7583, 11.5203, 8.8185], [19.4944, 11.7856, 8.7849], [18.5215, 11.1864, 10.1045], [19.8660, 13.9353, 9.9171], [19.5819, 12.8210, 11.2142], [11.5317, 12.8177, 12.6444], [10.6773, 11.9810, 12.5119], [9.5674, 12.2252, 11.8871], [8.7200, 11.1395, 11.8927], [9.2050, 10.1883, 12.9712], [10.6917, 10.5524, 13.0468], [8.8181, 10.6648, 10.9164], [7.6803, 11.3602, 12.1346], [9.0638, 9.1189, 12.8147], [8.6318, 10.3591, 13.8825], [11.2498, 9.9281, 12.3490], [11.1588, 10.5109, 14.0308], [12.7602, 15.9050, 10.4728], [12.7762, 14.8227, 9.8820], [11.8337, 14.4092, 9.0462], [12.1048, 13.1470, 8.4341], [13.5691, 12.9505, 8.7830], [13.7974, 13.6976, 10.0588], [11.8958, 13.2359, 7.3681], [11.4806, 12.3813, 8.8949], [14.1819, 13.3703, 7.9854], [13.8038, 11.8962, 8.9290], [14.7925, 14.1007, 10.2469], [13.4155, 13.1884, 10.9436], [23.0410, 17.2926, 12.9672], [21.8557, 17.1359, 13.0964], [21.0144, 17.4053, 12.0975], [19.6852, 17.0308, 12.3467], [19.6758, 16.7588, 13.8376], [21.1167, 16.5425, 14.3248], [19.5549, 16.1659, 11.6962], [18.9979, 17.7639, 11.9246], [19.0402, 15.9378, 14.1694], [19.2787, 17.6317, 14.3558], [21.3826, 15.4895, 14.4178], [21.4059, 17.0778, 15.2292], [19.2273, 16.5773, 20.3450], [18.8117, 16.7806, 19.1888], [17.8517, 16.0761, 18.6661], [17.5678, 16.3763, 17.3384], [18.1721, 17.8224, 17.2562], [19.2572, 17.8322, 18.2632], [16.5174, 16.4261, 17.0512], [18.1108, 15.6804, 16.6990], [17.4315, 18.5559, 17.5749], [18.5436, 18.0807, 16.2646], [19.5504, 18.7803, 18.7140], [20.1572, 17.3632, 17.8657], [14.0462, 18.8448, 8.7969], [14.8726, 17.9562, 8.7433], [14.9120, 17.1037, 7.7009], [16.0316, 16.2179, 7.7910], [17.0270, 16.9671, 8.6905], [16.0540, 17.6868, 9.6995], [16.3927, 16.0208, 6.7817], [15.7685, 15.2725, 8.2653], [17.6036, 17.6562, 8.0734], [17.7616, 16.3720, 9.2331], [16.4848, 18.6175, 10.0688], [15.7243, 16.9969, 10.4763], [13.6674, 17.2396, 15.8819], [13.9977, 17.6036, 16.9673], [14.4204, 18.8217, 17.2823], [14.7321, 19.0295, 18.6556], [14.4825, 17.7328, 19.3279], [14.0978, 16.7373, 18.1659], [14.1107, 19.8110, 19.0931], [15.7665, 19.3498, 18.7802], [13.7261, 17.7854, 20.1109], [15.3987, 17.5319, 19.8832], [13.1449, 16.2092, 18.1975], [14.8209, 15.9318, 18.0383], [10.7756, 21.9045, 12.1428], [11.7335, 21.2152, 12.3673], [12.3608, 20.5223, 11.3896], [13.3937, 19.6632, 11.8973], [13.1490, 19.6728, 13.4114], [12.3614, 20.9324, 13.7373], [14.3961, 19.9637, 11.5923], [13.1419, 18.6857, 11.4860], [14.0700, 19.5046, 13.9696], [12.6150, 18.7361, 13.5711], [13.1461, 21.6461, 13.9883], [11.5614, 20.9012, 14.4769], [15.3604, 13.5315, 15.3647], [15.3400, 14.5322, 14.6136], [16.3279, 15.5112, 14.5600], [15.9319, 16.5993, 13.7448], [14.7560, 16.0526, 12.9035], [14.2050, 14.9124, 13.6951], [16.6144, 17.0410, 13.0187], [15.5426, 17.3982, 14.3759], [15.1241, 15.6056, 11.9800], [13.9871, 16.7875, 12.6655], [13.9398, 14.0053, 13.1521], [13.3445, 15.1629, 14.3155]],
  "forces_ev_per_a": [[-2.476, 0.369, -0.149], [4.214, 0.344, -0.521], [-0.486, -0.921, 0.784], [0.028, 1.146, -0.562], [-2.771, 2.190, 0.017], [0.989, -2.368, 0.098], [0.226, 0.116, -0.005], [0.369, -0.220, -0.091], [-0.492, -0.031, 0.635], [-0.012, -0.411, -0.130], [-0.142, -0.131, 0.248], [0.584, 0.005, -0.167], [0.162, 0.940, -0.190], [-0.337, 0.448, 0.266], [0.591, 0.717, -0.620], [-0.727, -1.703, 1.783], [0.575, 0.584, 0.442], [-0.573, -0.160, -0.059], [0.602, -0.152, -0.526], [-0.293, -0.141, -0.733], [-0.141, -0.183, 0.113], [0.287, 0.258, -0.307], [-0.177, -0.346, 0.002], [0.060, -0.217, -0.192], [1.304, 4.056, -0.270], [-1.465, -3.915, 1.343], [-0.124, -2.587, -0.733], [1.349, 1.334, 0.119], [0.699, 0.372, -1.144], [-0.704, 0.524, 0.224], [-0.827, 0.374, -0.164], [0.183, 0.204, 0.193], [0.100, -0.648, 0.231], [-0.220, -0.085, -0.330], [-0.309, -0.156, 0.445], [0.022, 0.505, -0.284], [-0.350, 0.930, 2.103], [-0.233, -0.496, -2.048], [2.587, -1.602, -1.152], [-3.103, -0.681, 0.375], [-0.578, -1.012, 0.437], [1.015, 2.610, 0.976], [-0.330, 0.644, 0.267], [0.904, -0.086, -0.295], [-0.102, -0.046, -0.152], [0.257, 0.305, 0.133], [-0.214, -0.491, -0.018], [0.183, 0.154, -0.504], [0.559, 0.741, -0.697], [0.054, -0.302, 3.534], [-1.108, -0.555, -1.513], [1.272, 0.183, 0.281], [0.111, -0.172, -1.996], [-0.494, -0.065, 0.084], [-0.373, -0.320, -0.039], [-0.390, 0.288, -0.084], [0.680, 0.041, 0.206], [0.129, 0.159, -0.233], [-0.115, 0.103, 0.338], [-0.203, -0.055, 0.092], [-2.087, -1.756, -2.033], [1.213, 0.178, 1.651], [0.220, 0.924, -0.116], [1.058, -0.121, -0.196], [-1.388, -0.197, 1.604], [0.894, 0.388, -1.313], [-0.647, 0.522, -0.102], [0.443, 0.142, 0.100], [-0.012, 0.378, -0.215], [0.220, -0.189, 0.365], [0.268, -0.117, 0.469], [-0.127, -0.073, -0.173], [0.347, -2.295, -2.280], [0.145, 2.163, 1.748], [-0.476, 0.473, 1.266], [0.482, 0.399, -0.799], [2.121, -1.473, -0.287], [-1.183, 0.100, 1.147], [-0.267, -0.252, -0.203], [-0.426, 0.425, -0.035], [-0.308, -0.238, -0.333], [0.120, 0.083, 0.065], [-0.231, -0.010, -0.490], [-0.196, 0.399, 0.267], [0.323, 0.027, -0.202], [1.996, -0.340, 1.413], [-0.945, 1.863, -0.615], [-1.419, -2.579, -0.414], [0.469, -0.555, 0.850], [-0.514, 0.258, 0.075], [-0.437, -0.014, -0.174], [0.147, 0.706, -0.540], [-0.097, 0.132, -0.620], [0.407, 0.401, 0.272], [0.206, 0.022, 0.003], [-0.033, -0.007, -0.172], [-0.225, -2.106, -1.505], [0.863, 1.698, 2.033], [-1.393, 0.934, -0.433], [0.560, 0.300, 0.662], [0.846, -1.434, -0.495], [-0.922, 1.489, 0.159], [0.014, -0.076, 0.143], [-0.201, 0.065, -0.038], [0.171, -0.129, -0.007], [0.129, -0.092, -0.432], [-0.157, -0.240, -0.106], [0.173, -0.341, 0.109], [-0.381, 0.069, 0.216], [1.291, -0.558, 0.654], [0.923, 1.118, -0.625], [0.124, -1.212, -0.514], [-1.130, -0.034, 1.801], [-0.181, 0.638, -1.949], [-0.434, -0.464, 0.448], [0.051, 0.384, 0.645], [-0.235, -0.068, -0.409], [-0.097, 0.129, -0.168], [0.115, 0.045, -0.011], [-0.118, -0.056, -0.119], [-1.035, 0.322, -2.981], [1.764, 0.476, 5.285], [-1.916, -2.396, 0.883], [1.226, 2.356, -1.338], [-0.568, 0.250, -1.466], [1.212, -0.455, -0.234], [0.121, -0.549, 0.516], [-0.186, -0.054, -0.179], [-0.288, -0.036, -0.338], [-0.429, 0.050, -0.021], [-0.251, -0.240, 0.122], [0.431, 0.269, -0.349], [1.074, -1.304, 0.122], [-0.678, 1.739, 0.574], [-0.168, -0.463, -0.160], [0.706, 0.085, 0.566], [-0.306, 0.164, 0.647], [0.370, -0.264, -2.063], [-0.035, 0.108, 0.059], [-0.370, -0.043, -0.047], [-0.186, 0.365, 0.158], [-0.198, -0.367, -0.184], [-0.341, -0.137, 0.246], [0.116, 0.126, 0.135], [-0.411, 0.375, -1.232], [1.084, -0.796, 1.329], [0.023, 1.924, -1.301], [-0.356, 0.676, 0.044], [-0.231, -1.864, 0.763], [0.124, 0.049, 1.333], [-0.139, 0.207, -0.498], [0.036, 0.019, -0.469], [-0.244, 0.056, -0.293], [-0.031, -0.946, -0.210], [-0.034, 0.108, 0.769], [0.030, 0.124, -0.137], [0.387, -0.165, 0.081], [-0.255, 0.430, 0.016], [0.123, 0.549, -0.065], [-0.843, 0.001, 0.352], [0.251, -1.804, 0.313], [0.639, -0.533, -1.096], [-0.174, 0.301, -0.203], [0.502, -0.012, -0.127], [0.066, 0.389, 0.127], [-0.482, 0.187, 0.483], [-0.560, 0.696, 0.044], [0.369, -0.134, 0.075], [0.605, 3.112, -2.132], [-0.102, -1.296, 1.942], [0.076, -1.812, 0.542], [-2.479, 0.670, -1.131], [-0.110, -0.034, -0.556], [0.138, -0.749, 0.794], [0.976, -0.606, 0.689], [0.337, -0.067, 0.164], [0.149, 0.415, -0.128], [0.249, 0.084, -0.047], [-0.114, 0.139, -0.256], [0.039, 0.094, 0.162]],
  "molar_mass_da": 1291.3,
  "total_charge": 0,
  "homo_ev": -9.186,
  "energy_ev": -125105.617,
  "gap_ev": 8.956,
  "relative_energy_kj_mol": 299.6
}